Record 1
The following is a DFT calculation (wB97M-V/def2-TZVPD) of a 14-piece molecular cluster, C19H66N18O19 overall at a distorted geometry.

Each line ends with the Löwdin charge.
Atoms and positions in Å:
C (14.65566, -18.30900, -2.57834)  -0.569
O (14.14792, -17.42310, -3.29865)  -0.045
N (14.02693, -19.49668, -2.37879)  0.192
N (15.89632, -18.18154, -2.02782)  0.174
H (14.44937, -20.08589, -1.68124)  0.103
H (13.17667, -19.81911, -2.79916)  0.115
H (16.41000, -17.44695, -2.52094)  0.060
H (16.53851, -18.93358, -1.85051)  0.087
C (16.80863, -18.87657, -8.23120)  -0.689
O (16.83985, -20.00538, -7.72158)  -0.013
N (16.05647, -17.86530, -7.79146)  0.195
N (17.66153, -18.50787, -9.25732)  0.150
H (15.45660, -18.03745, -7.00168)  0.097
H (16.35060, -16.97107, -8.13436)  0.059
H (17.32009, -17.80110, -9.90310)  0.066
H (18.30647, -19.20119, -9.58541)  0.093
C (14.99571, -15.01026, -5.54959)  -0.598
O (16.07057, -15.64320, -5.38816)  -0.035
N (14.58600, -14.53578, -6.74772)  0.200
N (13.99231, -15.12692, -4.62285)  0.153
H (15.24786, -14.30099, -7.47932)  0.051
H (13.70070, -14.04438, -6.78514)  0.084
H (13.06470, -14.89230, -4.94875)  0.049
H (14.22504, -15.89829, -4.00980)  0.042
C (13.72172, -12.07855, -11.06798)  -0.601
O (13.41067, -13.27007, -11.16149)  0.017
N (14.53483, -11.54066, -10.11807)  0.178
N (13.38982, -11.24348, -12.12842)  0.142
H (14.77028, -12.16910, -9.36498)  0.089
H (14.64442, -10.55310, -10.00477)  0.093
H (13.44978, -11.66512, -13.03705)  0.101
H (13.60219, -10.25956, -12.11923)  0.088
C (12.81184, -12.11289, -2.86488)  -0.670
O (12.06582, -11.14476, -2.94394)  0.023
N (12.64890, -13.16132, -2.01119)  0.150
N (14.01251, -12.21143, -3.54011)  0.169
H (11.86470, -13.17394, -1.38465)  0.114
H (13.31043, -13.92826, -2.01150)  0.047
H (14.62404, -12.99325, -3.41133)  0.061
H (14.34668, -11.33655, -3.90811)  0.071
C (17.69340, -14.75926, -8.51065)  -0.623
O (16.51306, -14.43958, -8.82312)  -0.061
N (18.71689, -14.45066, -9.35462)  0.191
N (17.99328, -15.27108, -7.31352)  0.189
H (18.49452, -14.10343, -10.26949)  0.113
H (19.66976, -14.70560, -9.17452)  0.106
H (17.15936, -15.37694, -6.71229)  0.053
H (18.93286, -15.29912, -6.95837)  0.101
C (10.73302, -14.74910, -5.41203)  -0.621
O (11.61531, -14.17362, -6.08182)  -0.028
N (9.75903, -15.50540, -6.00688)  0.173
N (10.64713, -14.69902, -4.05326)  0.192
H (8.95614, -15.73136, -5.45481)  0.095
H (9.71792, -15.58320, -7.00657)  0.105
H (10.03426, -15.30245, -3.54876)  0.103
H (11.32498, -14.08173, -3.62572)  0.072
C (18.09985, -17.96878, -4.06358)  -0.628
O (18.04168, -17.17086, -3.11156)  -0.021
N (18.20534, -17.52658, -5.34398)  0.194
N (18.01132, -19.31860, -3.90489)  0.179
H (18.35282, -18.19700, -6.07855)  0.095
H (18.12667, -16.54539, -5.52733)  0.047
H (17.93790, -19.59929, -2.94804)  0.090
H (17.84796, -19.88709, -4.71778)  0.108
C (12.39158, -18.16045, -6.59705)  -0.649
O (12.13750, -19.24224, -6.07032)  0.007
N (13.25051, -17.22139, -6.05073)  0.164
N (11.83707, -17.76499, -7.77017)  0.168
H (13.47857, -17.37018, -5.07251)  0.061
H (13.16636, -16.29556, -6.43056)  0.054
H (11.12057, -18.31308, -8.21295)  0.107
H (12.25937, -17.14057, -8.43660)  0.054
C (18.77048, -12.78852, -4.84330)  -0.236
C (18.30409, -13.53277, -3.59948)  -0.245
O (19.36993, -13.61874, -2.66276)  -0.056
O (19.79055, -13.58198, -5.43986)  -0.064
H (18.98851, -11.75001, -4.58226)  0.121
H (17.94242, -12.72542, -5.55955)  0.083
H (17.94950, -14.54542, -3.83319)  0.091
H (17.44193, -13.09984, -3.08194)  0.110
H (19.87541, -14.40249, -2.89951)  0.084
H (20.29093, -12.98047, -6.00344)  0.093
C (15.56267, -13.77049, -0.09520)  -0.229
C (15.55871, -14.95150, -1.10176)  -0.223
O (14.21298, -15.36890, -1.28164)  -0.103
O (14.99992, -14.25002, 1.11005)  -0.063
H (15.00748, -12.90652, -0.47065)  0.105
H (16.60504, -13.51028, 0.08718)  0.122
H (16.19943, -15.71709, -0.66135)  0.118
H (16.02306, -14.65125, -2.04873)  0.100
H (14.19700, -16.09531, -1.92743)  0.044
H (14.27636, -14.84714, 0.88828)  0.075
C (16.71066, -10.92412, -7.30012)  -0.234
C (15.77914, -10.19730, -6.38591)  -0.241
O (16.04173, -10.42446, -5.01657)  -0.052
O (18.09350, -10.51317, -7.17682)  -0.083
H (16.54798, -10.74622, -8.37141)  0.110
H (16.75355, -11.99011, -7.06047)  0.101
H (14.76173, -10.36366, -6.74952)  0.113
H (15.88106, -9.11270, -6.54424)  0.125
H (16.93772, -10.13622, -4.81743)  0.093
H (18.13292, -9.60905, -7.50990)  0.086
C (13.82220, -16.42020, -10.22772)  -0.259
C (14.83876, -16.18533, -11.36153)  -0.211
O (16.15046, -16.19984, -10.84110)  -0.113
O (12.56935, -15.78513, -10.32502)  -0.085
H (14.32178, -15.96794, -9.35574)  0.091
H (13.68863, -17.45950, -9.92267)  0.112
H (14.61630, -15.19140, -11.75144)  0.097
H (14.71599, -16.93052, -12.14540)  0.120
H (16.35465, -15.50281, -10.17883)  0.024
H (12.64438, -14.85337, -10.58881)  0.040
C (11.57405, -10.87920, -6.75286)  -0.243
C (10.50866, -11.48791, -7.64452)  -0.261
O (9.71003, -10.46907, -8.22091)  -0.067
O (10.96784, -10.40123, -5.53402)  -0.074
H (12.02417, -10.07735, -7.34344)  0.116
H (12.22616, -11.66702, -6.36393)  0.095
H (9.85413, -12.15771, -7.06745)  0.113
H (10.95448, -12.15675, -8.38436)  0.116
H (9.54434, -9.84589, -7.50069)  0.081
H (11.38370, -9.55897, -5.33293)  0.080

## Properties
LUMO	-0.09	eV
net charge	0
multiplicity	1
frontier orbital gap	9.14	eV
E_HOMO	-9.23	eV

Record 2
The following is a DFT calculation (wB97M-V/def2-TZVPD) of one molecule with the formula C20H20N4O4 at a distorted geometry.

Each line ends with the Löwdin charge.
Atoms and positions in Å:
C (1.20831, 4.21692, -3.19188)  -0.048
C (0.77278, 2.86603, -2.71380)  -0.239
C (-0.09672, 2.09669, -3.47620)  -0.035
C (-0.51028, 0.84746, -3.05826)  -0.021
C (-0.04837, 0.32696, -1.85219)  -0.167
C (-0.51819, -0.96162, -1.37720)  -0.180
C (-1.78318, -1.49105, -1.38182)  -0.075
N (-1.80863, -2.66541, -0.70239)  0.130
C (-0.57678, -2.87361, -0.30596)  -0.408
N (-0.15577, -3.92980, 0.49173)  0.065
C (0.25224, -3.53593, 1.85097)  -0.133
C (-0.35247, -2.20880, 2.23947)  -0.126
C (0.52232, -1.14048, 2.46746)  0.044
C (0.01311, 0.13020, 2.55876)  -0.196
C (-1.35987, 0.37934, 2.43899)  -0.182
C (-2.24698, -0.64659, 2.27785)  0.109
C (-1.72893, -1.94815, 2.18260)  -0.106
N (-2.71088, -2.99363, 2.04357)  -0.340
O (-2.33748, -4.14957, 2.08577)  0.062
O (-3.87134, -2.66388, 1.94797)  0.085
O (-1.58289, 1.72057, 2.52851)  0.054
C (-0.31216, 2.31971, 2.65776)  -0.141
O (0.67451, 1.30589, 2.72161)  0.040
N (0.26163, -1.87260, -0.68729)  0.000
C (1.69528, -1.90910, -0.62124)  -0.009
C (0.81527, 1.10321, -1.08118)  0.006
C (1.22690, 2.36035, -1.49180)  -0.228
C (2.14780, 3.16584, -0.62500)  -0.044
H (0.78087, 4.43548, -4.16699)  0.076
H (0.89182, 4.99282, -2.49480)  0.083
H (2.29410, 4.26637, -3.26984)  0.083
H (-0.45664, 2.48611, -4.41801)  0.110
H (-1.18598, 0.26333, -3.66401)  0.114
H (-2.68060, -1.08245, -1.79927)  0.109
H (-0.91410, -4.60510, 0.53391)  0.114
H (1.34292, -3.45096, 1.87661)  0.110
H (-0.04934, -4.32927, 2.53572)  0.124
H (1.58309, -1.31094, 2.55515)  0.126
H (-3.30967, -0.48807, 2.20360)  0.135
H (-0.11636, 2.96348, 1.78523)  0.137
H (-0.27723, 2.92307, 3.57670)  0.144
H (2.07380, -1.41644, 0.27680)  0.074
H (2.01486, -2.95141, -0.61576)  0.100
H (2.10877, -1.40586, -1.49547)  0.103
H (1.15316, 0.73076, -0.12450)  0.103
H (1.70796, 4.13520, -0.39132)  0.081
H (2.35736, 2.64520, 0.30685)  0.072
H (3.09198, 3.34978, -1.13741)  0.085

## Properties
LUMO	-0.28	eV
net charge	0
SMILES	Cc1ccc(-c2cnc(NCc3cc4c(cc3[N+](=O)[O-])OCO4)n2C)cc1C
multiplicity	1
frontier orbital gap	7.31	eV
E_HOMO	-7.59	eV

Record 3
The following is a DFT calculation (wB97M-V/def2-TZVPD) of one molecule with the formula C19H18N8O3S at a distorted geometry.

Each line ends with the Löwdin charge.
Atoms and positions in Å:
C (-3.61918, 3.06981, -2.90185)  -0.055
C (-2.72660, 4.28379, -2.66956)  -0.232
O (-1.46993, 4.18741, -3.32136)  -0.042
C (-0.51461, 3.35667, -2.84872)  -0.252
C (0.64346, 3.26271, -3.62926)  0.011
C (1.68754, 2.44896, -3.24297)  -0.057
C (1.61435, 1.72024, -2.06802)  -0.040
C (0.47332, 1.82066, -1.27454)  -0.182
C (0.38487, 1.06903, -0.03242)  -0.077
C (-0.59460, 0.24640, 0.51359)  -0.116
C (-1.95002, -0.03989, 0.01631)  -0.393
O (-2.65941, 0.78975, -0.52877)  0.056
N (-2.39648, -1.30626, 0.21373)  0.059
N (-1.64285, -2.30108, 0.70414)  0.054
C (-2.18357, -3.44278, 0.88947)  -0.155
C (-1.45321, -4.54809, 1.40958)  -0.481
S (-2.26300, -6.07681, 1.61993)  1.028
C (-0.83152, -6.78361, 2.24071)  -0.408
C (0.20258, -5.90113, 2.28420)  -0.143
C (-0.13355, -4.61431, 1.81243)  -0.306
C (0.81010, -3.46968, 1.74801)  -0.051
N (-0.10318, -0.26969, 1.66614)  0.069
N (1.06946, 0.15299, 1.86756)  0.086
N (1.41854, 0.96124, 0.85444)  0.011
C (2.62819, 1.62940, 0.82592)  -0.217
N (3.77344, 1.06781, 1.09226)  0.148
O (4.69973, 2.01564, 1.01168)  -0.072
N (4.16491, 3.21401, 0.68286)  0.116
C (2.87326, 3.03390, 0.56069)  -0.336
N (1.97424, 4.01712, 0.33792)  0.172
C (-0.58862, 2.63792, -1.66051)  0.032
H (-3.66488, 2.84616, -3.96504)  0.083
H (-4.62130, 3.29066, -2.54520)  0.081
H (-3.25106, 2.19552, -2.37215)  0.045
H (-2.59194, 4.46829, -1.59691)  0.120
H (-3.17999, 5.17248, -3.11815)  0.123
H (0.68926, 3.83263, -4.54337)  0.120
H (2.56731, 2.37445, -3.86355)  0.110
H (2.41955, 1.05830, -1.78589)  0.120
H (-3.36821, -1.48745, -0.05973)  0.164
H (-3.24145, -3.62348, 0.65690)  0.117
H (-0.83992, -7.81356, 2.53812)  0.061
H (1.18250, -6.15914, 2.64525)  0.111
H (0.38576, -2.59929, 2.24379)  0.055
H (1.76018, -3.72930, 2.20628)  0.080
H (0.97875, -3.18574, 0.71022)  0.086
H (2.36672, 4.90035, 0.05568)  0.113
H (1.09811, 3.76293, -0.09210)  0.079
H (-1.46116, 2.67451, -1.03033)  0.105

## Properties
LUMO	-0.02	eV
net charge	0
SMILES	CCOc1cccc(-c2c(C(=O)N/N=C/c3sccc3C)nnn2-c2nonc2N)c1
multiplicity	1
frontier orbital gap	8.18	eV
E_HOMO	-8.19	eV

Record 4
The following is a DFT calculation (wB97M-V/def2-TZVPD) of C24H33N3O2STi as an isolated structure at a distorted geometry.

Each line ends with the Löwdin charge.
Atoms and positions in Å:
Ti (-0.10312, -0.41183, -0.49576)  0.876
N (-2.82800, 2.82895, 0.06051)  0.052
C (-1.67299, 2.15047, -0.25933)  -0.904
S (-1.60008, 1.32460, -1.78737)  0.578
N (-0.73827, 2.22824, 0.65030)  -0.005
N (0.34293, 1.42398, 0.30766)  -0.157
C (1.53030, 1.86546, 0.53992)  -0.057
C (2.72527, 1.18579, 0.04582)  -0.141
C (3.97517, 1.56647, 0.55036)  -0.063
C (5.14602, 1.05361, 0.03819)  -0.119
C (5.07198, 0.15531, -1.03079)  -0.099
C (3.85827, -0.22386, -1.56684)  -0.015
C (2.64768, 0.26806, -1.03659)  -0.351
O (1.50532, -0.09251, -1.56256)  -0.210
H (-3.40126, 3.10345, -0.72135)  0.065
H (-2.73369, 3.49641, 0.80988)  0.081
H (1.64034, 2.81485, 1.07082)  0.129
H (4.01043, 2.28326, 1.36401)  0.105
H (6.10307, 1.34599, 0.44740)  0.087
H (5.98422, -0.25312, -1.44655)  0.094
H (3.79165, -0.91873, -2.39341)  0.110
C (-4.53114, -0.93761, -0.49460)  -0.063
C (-3.84678, -2.30404, -0.53581)  -0.366
C (-2.95028, -2.43853, -1.76084)  -0.066
C (-3.19425, -2.62180, 0.79485)  -0.132
C (-3.68085, -3.70488, 1.51644)  -0.061
C (-3.26012, -3.96866, 2.80812)  -0.113
C (-2.38701, -3.08222, 3.41553)  -0.060
C (-1.86728, -1.98020, 2.74650)  -0.136
C (-1.09250, -0.96707, 3.56465)  -0.368
C (0.38484, -0.82921, 3.21850)  -0.063
C (-1.80180, 0.38633, 3.57609)  -0.059
C (-2.20177, -1.80684, 1.38514)  -0.266
O (-1.59061, -0.88730, 0.64662)  -0.244
H (-5.11241, -0.77700, -1.40383)  0.074
H (-3.80198, -0.13835, -0.42462)  0.039
H (-5.20540, -0.86887, 0.36042)  0.081
H (-4.63880, -3.06020, -0.64293)  0.120
H (-2.13461, -1.70798, -1.74703)  0.028
H (-3.52874, -2.24593, -2.66694)  0.079
H (-2.51731, -3.43584, -1.83512)  0.068
H (-4.42254, -4.34218, 1.04966)  0.100
H (-3.64359, -4.82362, 3.34796)  0.085
H (-2.10788, -3.22662, 4.45318)  0.101
H (-1.13461, -1.35588, 4.59304)  0.119
H (0.53879, -0.41481, 2.21938)  0.040
H (0.89302, -1.79438, 3.24717)  0.081
H (0.86937, -0.16270, 3.93473)  0.075
H (-1.82457, 0.83355, 2.58688)  0.053
H (-1.28720, 1.08112, 4.24179)  0.073
H (-2.82892, 0.27646, 3.92601)  0.079
C (0.34458, -3.82933, -1.76595)  -0.101
C (1.47055, -3.24002, -0.92773)  -0.526
C (2.31328, -4.36898, -0.32914)  -0.106
C (0.93290, -2.29030, 0.14868)  -0.221
H (0.70043, -4.59739, -2.45827)  0.068
H (-0.16150, -3.06602, -2.36044)  0.061
H (-0.41149, -4.28208, -1.11932)  0.075
H (2.11656, -2.66178, -1.60453)  0.103
H (1.70961, -4.95812, 0.36605)  0.073
H (3.15622, -3.96614, 0.23463)  0.066
H (2.70708, -5.04855, -1.08961)  0.061
H (1.80298, -1.95885, 0.74278)  0.044
H (0.30677, -2.87039, 0.84925)  0.051

## Properties
LUMO (alpha / beta)	2.89 / 2.89	eV
net charge	-1
multiplicity	2
frontier orbital gap (alpha / beta)	6.84 / 7.45	eV
E_HOMO (alpha / beta)	-3.95 / -4.56	eV

no.,energy (Eh)
1,-3179.0212
2,-1294.0269
3,-1796.6686
4,-2496.8881